32
Properties=species:S:1:pos:R:3:forces:R:3:lowdin_charge:R:1 method="wB97M-V/def2-TZVPD" multiplicity=6 s2=8.754 homo_energy_ev="-1.5 / -2.4" gap_ha="0.2319 / 0.2657" charge=-2
Mn 0.0750 -0.3404 -0.6831 0.19 0.73 -0.27 0.844
S -0.7910 -2.6502 -1.6209 -0.45 -2.34 -0.44 0.291
O -1.3685 -3.5407 -0.5773 0.45 0.76 0.23 -0.403
O -1.4809 -1.3224 -1.6389 -1.09 0.07 -0.24 -0.431
O 0.6125 -2.2137 -1.2732 0.43 -0.99 0.16 -0.427
O -0.8535 -3.3821 -2.8878 0.23 0.88 0.01 -0.388
S 1.4139 2.0322 -0.4359 1.16 1.42 -1.00 0.292
O 0.2361 1.5120 0.3449 -0.42 0.47 1.08 -0.448
O 1.5486 0.9440 -1.4683 0.71 0.35 -0.04 -0.416
O 1.1274 3.3436 -1.0613 -0.61 -0.75 0.08 -0.392
O 2.6364 2.1918 0.3733 -0.65 -0.79 0.32 -0.380
C 1.9520 0.5502 2.8635 -0.96 1.22 0.06 0.014
N 2.5485 -0.3563 1.8664 -0.27 0.31 0.25 -0.416
O 3.7330 -0.6043 1.9627 0.07 -0.20 -0.05 0.059
O 1.7875 -0.8127 1.0455 0.63 -0.56 0.04 0.036
H 1.5946 0.0101 3.7377 0.40 -0.37 -0.04 0.089
H 1.0823 1.0203 2.4004 0.09 -0.21 -0.26 0.072
H 2.6255 1.3627 3.1127 0.39 -0.35 0.02 0.091
C -1.3405 3.5143 -2.8202 0.19 0.82 0.92 0.012
N -0.7356 2.2038 -3.1051 0.39 -0.03 0.00 -0.427
O 0.0401 2.1443 -4.0392 -0.23 -0.15 -0.09 0.068
O -1.0339 1.2935 -2.3686 -0.38 0.05 -0.37 0.037
H -1.2645 3.6653 -1.7444 0.03 -0.22 -0.02 0.085
H -2.3866 3.5512 -3.1089 0.04 -0.26 -0.32 0.087
H -0.7222 4.2763 -3.2792 -0.14 -0.05 -0.31 0.089
C -1.3761 -3.1125 2.4309 0.51 -0.58 -0.21 0.032
N -1.8582 -2.0134 1.5726 -0.31 0.19 0.29 -0.428
O -1.0198 -1.2370 1.1702 -0.09 0.25 0.48 0.004
O -3.0528 -1.9303 1.3929 0.13 0.15 -0.01 0.080
H -2.2373 -3.6983 2.7222 0.02 -0.14 -0.06 0.087
H -0.8320 -2.7399 3.2962 -0.20 0.45 -0.06 0.089
H -0.6599 -3.6615 1.8200 -0.27 -0.13 -0.15 0.097



13
Properties=species:S:1:pos:R:3:forces:R:3:lowdin_charge:R:1 method="wB97M-V/def2-TZVPD" smiles=CC(C)N homo_energy_ev=-9.1 gap_ha=0.3798
C 1.2777 -0.6730 -0.0864 -0.72 -0.75 0.15 -0.075
C -0.0325 -0.0246 0.4582 1.58 1.29 -1.96 -0.477
C -0.3500 1.2077 -0.4712 -0.45 0.07 1.32 -0.073
N -1.0927 -1.0058 0.4718 0.02 -0.12 1.06 0.007
H 2.0434 -0.7806 0.6829 0.16 0.22 -0.24 0.065
H 1.0119 -1.6865 -0.4010 0.09 -0.03 0.17 0.064
H 1.6197 -0.1964 -1.0048 0.41 0.24 0.38 0.053
H 0.1759 0.4737 1.4024 -0.35 -0.86 0.53 0.119
H -1.4204 1.1060 -0.6513 0.11 0.40 -0.84 0.061
H -0.2353 2.1551 0.0735 -0.01 -0.19 0.03 0.066
H 0.3177 1.3070 -1.3212 -0.48 -0.30 -0.41 0.054
H -1.5977 -1.0367 -0.4020 -0.09 0.08 0.05 0.069
H -1.7177 -0.8458 1.2492 -0.28 -0.05 -0.24 0.067



13
Properties=species:S:1:pos:R:3:forces:R:3:lowdin_charge:R:1 method="wB97M-V/def2-TZVPD" smiles=CN(C)C homo_energy_ev=-8.4 gap_ha=0.3509
C 0.1672 -0.8660 -1.0459 0.02 -0.15 -0.25 -0.133
N -0.4191 0.0693 -0.1207 -0.38 -0.10 0.14 -0.344
C -0.4950 -0.4813 1.2262 0.01 0.12 -0.35 -0.110
C 0.2067 1.3564 -0.1897 0.43 0.42 -0.07 -0.138
H 1.2580 -0.9710 -0.9258 0.05 -0.04 0.16 0.084
H -0.2890 -1.8438 -0.9144 -0.01 -0.13 0.04 0.080
H -0.0063 -0.5725 -2.0819 -0.07 0.17 0.01 0.080
H -0.5847 0.3268 1.9494 -0.10 0.00 0.03 0.076
H 0.4047 -1.0593 1.4715 0.03 -0.07 0.16 0.080
H -1.3798 -1.1197 1.2988 0.18 -0.08 0.13 0.082
H -0.2880 2.0783 0.4615 -0.08 -0.10 0.01 0.079
H 1.2804 1.3461 0.0812 -0.05 -0.08 0.03 0.085
H 0.1448 1.7366 -1.2101 -0.03 0.02 -0.03 0.080



So what do the calculations give for ΔE to the lowest compared entry with this formula, charge and spin? Going down the list: 0.0; 15.5; 15.1 kcal/mol.